A molecular structure, C47H58AsN5O2PRbSi2. Source: the Open Molecules 2025 dataset; level of theory: ωB97M-V/def2-TZVPD.

The frontier orbital gap is 0.1216 Eh. The total charge is -2. For the lowest unoccupied orbital energy, the calculation gives 3.60 eV. The calculation puts the electronic energy at -5430.1062 Eh. For the energy above the lowest of the compared OMol25 structures with the same formula, charge and spin, the calculation gives 0.0000 eV.

CARTESIAN COORDINATES (ANGSTROEM)
Rb: 1.784 -0.550 1.228
O: 0.928 -1.377 3.891
N: 0.271 -2.410 4.138
N: 0.090 -3.197 3.125
O: 0.530 -2.983 1.929
C: -0.716 -4.343 3.369
C: -1.208 -4.658 4.638
C: -1.990 -5.789 4.801
C: -2.287 -6.614 3.722
C: -1.788 -6.293 2.470
C: -1.002 -5.164 2.285
H: -0.973 -4.016 5.474
H: -2.370 -6.027 5.788
H: -2.900 -7.496 3.861
H: -2.007 -6.925 1.617
H: -0.593 -4.893 1.323
C: 4.948 0.294 -1.386
Si: 4.883 0.982 0.434
C: 6.766 0.661 0.895
C: 4.924 2.877 0.029
C: 6.099 3.623 0.190
C: 6.164 4.991 -0.058
C: 5.024 5.654 -0.482
C: 3.844 4.931 -0.644
C: 3.749 3.561 -0.398
Si: 2.023 2.644 -0.583
C: 1.339 3.626 -2.158
C: 1.056 3.731 0.744
H: 5.751 0.751 -1.981
H: 3.997 0.490 -1.892
H: 5.100 -0.792 -1.378
H: 7.475 1.004 0.124
H: 6.917 -0.415 1.036
H: 7.031 1.151 1.839
H: 6.998 3.112 0.518
H: 7.095 5.534 0.080
H: 5.047 6.723 -0.681
H: 2.958 5.473 -0.967
H: 1.420 4.723 -2.102
H: 0.276 3.396 -2.310
H: 1.866 3.298 -3.061
H: 1.229 4.812 0.627
H: 1.372 3.455 1.757
H: -0.025 3.558 0.689
C: -2.249 2.178 -0.470
C: -2.723 2.841 0.814
As: -4.100 4.230 0.601
C: -3.195 5.362 -0.714
C: -3.928 6.174 -1.575
C: -3.281 7.019 -2.467
C: -1.894 7.068 -2.497
C: -1.154 6.281 -1.626
C: -1.804 5.439 -0.732
C: -5.270 3.168 -0.565
C: -5.167 3.089 -1.951
C: -5.954 2.195 -2.666
C: -6.842 1.360 -2.002
C: -6.952 1.431 -0.621
C: -6.179 2.340 0.089
P: -1.074 0.815 -0.080
C: -2.291 -0.395 0.636
C: -3.431 -0.846 -0.029
C: -4.299 -1.743 0.574
C: -4.029 -2.217 1.855
C: -2.898 -1.783 2.526
C: -2.037 -0.873 1.920
C: -0.834 0.030 -1.718
C: -0.902 0.741 -2.911
C: -0.619 0.123 -4.122
C: -0.260 -1.213 -4.153
C: -0.183 -1.930 -2.965
C: -0.465 -1.316 -1.755
H: -1.699 2.893 -1.087
H: -3.089 1.809 -1.060
H: -1.894 3.298 1.356
H: -3.163 2.105 1.494
H: -5.013 6.139 -1.566
H: -3.862 7.636 -3.142
H: -1.389 7.718 -3.201
H: -0.072 6.296 -1.644
H: -1.198 4.834 -0.065
H: -4.451 3.707 -2.477
H: -5.853 2.135 -3.743
H: -7.441 0.650 -2.559
H: -7.632 0.774 -0.093
H: -6.265 2.381 1.170
H: -3.641 -0.499 -1.036
H: -5.180 -2.082 0.040
H: -4.692 -2.938 2.319
H: -2.663 -2.162 3.514
H: -1.141 -0.567 2.449
H: -1.153 1.793 -2.904
H: -0.662 0.699 -5.038
H: -0.028 -1.695 -5.095
H: 0.105 -2.973 -2.985
H: -0.389 -1.891 -0.836
C: 2.768 -5.261 2.402
N: 3.281 -4.347 1.400
C: 3.974 -3.216 1.986
C: 2.620 -4.148 0.218
N: 2.634 -3.005 -0.361
N: 1.990 -5.316 -0.273
C: 1.040 -5.121 -1.337
C: 2.862 -6.453 -0.493
H: 2.274 -4.699 3.202
H: 3.585 -5.842 2.841
H: 2.036 -5.939 1.969
H: 4.781 -3.597 2.624
H: 3.281 -2.684 2.633
H: 4.396 -2.548 1.243
H: 2.259 -3.053 -1.303
H: 0.355 -4.314 -1.079
H: 0.463 -6.040 -1.468
H: 1.513 -4.888 -2.305
H: 3.591 -6.528 0.311
H: 3.410 -6.369 -1.445
H: 2.272 -7.373 -0.517

A molecular structure, C47H58Cl2N8O4ScSi. Source: the Open Molecules 2025 dataset; level of theory: ωB97M-V/def2-TZVPD.

The frontier orbital gap is 0.2500 Eh. The total charge is -1. For the lowest unoccupied orbital energy, the calculation gives 1.91 eV. The calculation puts the electronic energy at -4535.6733 Eh. For the energy above the lowest of the compared OMol25 structures with the same formula, charge and spin, the calculation gives 0.2291 eV.

CARTESIAN COORDINATES (ANGSTROEM)
Sc: -0.428 -0.632 -0.246
Cl: -5.380 -0.517 0.357
C: -4.325 0.838 0.620
C: -4.877 2.062 1.044
C: -4.075 3.132 1.292
Cl: -4.788 4.634 1.828
C: -2.673 3.034 1.114
C: -1.753 4.076 1.361
C: -0.419 3.867 1.158
C: 0.012 2.611 0.697
N: -0.812 1.623 0.469
C: -2.146 1.805 0.674
C: -2.972 0.659 0.430
O: -2.431 -0.471 0.057
H: -5.948 2.141 1.171
H: -2.122 5.031 1.712
H: 0.314 4.642 1.345
H: 1.065 2.429 0.506
O: 3.473 1.096 -0.767
C: 3.560 0.891 0.630
C: 2.292 0.178 1.146
O: 2.079 0.105 2.345
O: 1.459 -0.198 0.224
C: 3.658 2.248 1.343
C: 4.013 2.331 2.689
C: 4.077 3.563 3.323
C: 3.785 4.730 2.624
C: 3.429 4.653 1.286
C: 3.369 3.416 0.647
C: 4.802 0.028 0.888
C: 4.777 -1.185 1.568
C: 5.944 -1.929 1.724
C: 7.143 -1.466 1.204
C: 7.171 -0.254 0.518
C: 6.009 0.484 0.362
H: 2.569 0.878 -1.035
H: 4.227 1.421 3.239
H: 4.358 3.614 4.370
H: 3.839 5.692 3.121
H: 3.200 5.556 0.730
H: 3.104 3.346 -0.401
H: 3.848 -1.554 1.989
H: 5.908 -2.878 2.249
H: 8.052 -2.042 1.330
H: 8.101 0.112 0.099
H: 6.026 1.421 -0.184
C: -1.512 1.550 4.986
C: -1.496 0.147 4.390
C: -2.916 -0.408 4.350
C: -0.583 -0.766 5.219
N: -1.024 0.327 3.011
N: -0.794 -0.876 2.288
H: -1.926 1.530 5.996
H: -2.122 2.213 4.366
H: -0.497 1.961 5.039
H: -3.355 -0.387 5.351
H: -2.940 -1.447 4.007
H: -3.535 0.194 3.678
H: -0.853 -0.719 6.277
H: 0.462 -0.454 5.117
H: -0.664 -1.810 4.905
H: -0.133 0.810 3.014
H: -1.655 -1.406 2.262
H: -0.089 -1.442 2.745
N: 1.107 7.231 -3.493
C: 1.252 6.090 -3.545
C: 1.455 4.659 -3.590
C: 1.907 4.029 -4.740
C: 2.114 2.664 -4.706
C: 1.861 1.983 -3.528
N: 1.407 2.577 -2.418
C: 1.212 3.888 -2.454
H: 2.077 4.600 -5.643
H: 2.446 2.131 -5.585
H: 2.011 0.907 -3.469
H: 0.836 4.359 -1.550
C: 2.428 -2.565 -2.074
C: 1.214 -3.455 -2.404
C: 1.717 -4.865 -2.723
C: 0.615 -2.875 -3.695
Si: -0.098 -3.319 -0.951
C: -1.814 -3.982 -1.614
C: -2.492 -2.879 -2.453
C: -1.774 -5.260 -2.459
C: -2.752 -4.212 -0.416
C: 0.502 -4.512 0.473
C: -0.219 -4.125 1.776
C: 0.274 -6.008 0.227
C: 1.995 -4.292 0.757
H: 3.108 -2.524 -2.941
H: 3.007 -2.927 -1.221
H: 2.127 -1.541 -1.845
H: 2.374 -4.830 -3.605
H: 0.898 -5.554 -2.948
H: 2.298 -5.298 -1.905
H: 1.408 -2.790 -4.456
H: 0.192 -1.878 -3.539
H: -0.166 -3.514 -4.114
H: -1.955 -2.657 -3.376
H: -2.595 -1.946 -1.894
H: -3.507 -3.206 -2.731
H: -1.218 -5.111 -3.389
H: -2.801 -5.551 -2.737
H: -1.324 -6.105 -1.931
H: -2.821 -3.317 0.213
H: -2.442 -5.056 0.206
H: -3.768 -4.431 -0.782
H: -1.307 -4.100 1.677
H: 0.117 -3.139 2.105
H: 0.032 -4.841 2.576
H: -0.789 -6.259 0.191
H: 0.717 -6.590 1.053
H: 0.734 -6.349 -0.703
H: 2.219 -3.231 0.929
H: 2.636 -4.642 -0.055
H: 2.285 -4.848 1.666
N: -0.704 0.191 -2.192
C: -1.125 0.828 -3.081
N: -1.663 1.530 -3.984
C: -1.236 1.945 -5.159
N: -0.921 2.361 -6.198